Entry 1:
Molecular formula: C17H20N6
Method: DFT, wB97M-V/def2-TZVPD

Calculated values
**HOMO energy**: -7.6 eV
**Relative energy (zero: lowest compared OMol25 entry of this formula, charge and spin)**: 327.42 kJ/mol
**LUMO**: 0.600 eV
**Maximum force**: 3.39 eV/Å
**Orbital gap**: 8.234 eV
**SMILES**: Nc1ncnc2c1ncn2[C@H](c1ccccc1)N1CCCCC1

```
! RIJCOSX wB97M-V def2-TZVPD def2/J DEFGRID3
* xyz 0 1
C 3.294 1.385 2.876
C 3.399 0.493 1.662
C 2.524 -0.752 1.675
N 1.130 -0.397 1.916
C 0.207 -1.410 1.470
C -1.231 -0.811 1.557
C -1.569 0.573 1.701
C -2.829 0.948 2.184
C -3.793 0.010 2.522
C -3.482 -1.327 2.335
C -2.244 -1.729 1.833
C 1.030 0.320 3.245
C 1.856 1.610 3.248
H 3.824 0.930 3.711
H 3.782 2.338 2.671
H 3.177 1.085 0.773
H 4.401 0.095 1.604
H 2.569 -1.294 0.709
H 2.870 -1.423 2.501
H 0.374 -2.256 2.110
H -0.868 1.381 1.470
H -3.060 1.995 2.326
H -4.702 0.324 3.034
H -4.200 -2.091 2.609
H -2.013 -2.794 1.734
H -0.003 0.511 3.580
H 1.495 -0.299 4.026
H 1.866 2.060 4.231
H 1.413 2.344 2.574
N 0.553 -3.929 -4.489
C 0.265 -2.940 -3.624
N -0.064 -1.716 -4.041
C -0.265 -0.748 -3.109
N -0.141 -0.831 -1.752
C 0.140 -2.001 -1.256
C 0.353 -3.072 -2.186
N 0.848 -4.097 -1.484
C 0.870 -3.754 -0.184
N 0.459 -2.457 0.039
H 0.810 -4.856 -4.140
H 0.445 -3.763 -5.490
H -0.547 0.231 -3.476
H 1.245 -4.535 0.473
*
```



Entry 2:
Molecular formula: C17H20N6O2S4
Method: DFT, wB97M-V/def2-TZVPD

Calculated values
**HOMO energy**: -7.7 eV
**Relative energy (zero: lowest compared OMol25 entry of this formula, charge and spin)**: 46.06 kJ/mol
**LUMO**: 0.485 eV
**Maximum force**: 1.53 eV/Å
**Orbital gap**: 8.211 eV
**SMILES**: CCN(CC)C(=O)CSc1nc2ccc(NC(=O)CSc3nnc(N)s3)cc2s1

```
! RIJCOSX wB97M-V def2-TZVPD def2/J DEFGRID3
* xyz 0 1
C -5.962 -0.886 -0.346
H -6.024 -0.116 -1.111
H -5.938 -1.853 -0.841
H -6.854 -0.835 0.272
C -4.717 -0.695 0.521
N -3.498 -0.778 -0.256
C -2.924 0.248 -0.916
O -1.973 0.095 -1.660
C -3.524 1.626 -0.651
H -3.547 1.838 0.417
H -4.520 1.724 -1.081
S -2.509 2.913 -1.433
C -1.028 2.568 -0.612
N -0.937 1.803 0.413
C 0.363 1.618 0.782
C 0.816 0.783 1.799
C 2.170 0.604 1.962
C 3.096 1.264 1.143
C 2.667 2.163 0.176
C 1.307 2.313 -0.007
S 0.485 3.229 -1.238
H 3.371 2.687 -0.448
N 4.436 0.868 1.239
C 5.458 1.298 0.437
O 5.534 2.406 -0.038
C 6.461 0.205 0.115
H 7.459 0.613 -0.032
H 6.466 -0.624 0.818
S 5.976 -0.422 -1.548
C 4.308 -0.830 -1.252
N 3.879 -1.424 -0.198
N 2.561 -1.569 -0.148
C 1.939 -1.096 -1.183
N 0.618 -1.208 -1.378
H 0.130 -0.578 -1.996
H 0.088 -1.513 -0.578
S 3.022 -0.374 -2.379
H 4.545 -0.042 1.668
H 2.532 -0.086 2.708
H 0.105 0.262 2.420
C -2.897 -2.097 -0.378
C -2.041 -2.428 0.842
H -1.341 -1.618 1.038
H -1.483 -3.345 0.671
H -2.657 -2.562 1.729
H -3.688 -2.839 -0.502
H -2.279 -2.090 -1.279
H -4.681 -1.481 1.278
H -4.771 0.262 1.042
*
```



Entry 3:
Molecular formula: C17H20N6O3S2
Method: DFT, wB97M-V/def2-TZVPD

Calculated values
**HOMO energy**: -7.8 eV
**Relative energy (zero: lowest compared OMol25 entry of this formula, charge and spin)**: 275.68 kJ/mol
**LUMO**: 0.407 eV
**Maximum force**: 1.11 eV/Å
**Orbital gap**: 8.163 eV
**SMILES**: COc1ccc(NC(=O)Cc2nnc(SCC(=O)NC3=NCCS3)n2C)cc1

```
! RIJCOSX wB97M-V def2-TZVPD def2/J DEFGRID3
* xyz 0 1
C 3.624 7.247 2.422
H 4.698 7.040 2.360
O 2.929 6.188 3.032
C 2.959 4.962 2.435
C 3.629 4.662 1.256
C 3.595 3.379 0.735
C 2.889 2.376 1.385
C 2.217 2.675 2.569
C 2.251 3.950 3.087
H 1.734 4.192 4.002
H 1.664 1.899 3.078
N 2.826 1.057 0.916
C 3.267 0.557 -0.255
O 3.835 1.160 -1.139
C 2.985 -0.957 -0.372
C 1.564 -1.245 -0.083
N 1.006 -1.121 1.092
N -0.303 -1.400 0.976
C -0.529 -1.694 -0.274
N 0.622 -1.608 -1.007
C 0.791 -1.819 -2.416
H 1.447 -2.673 -2.596
H 1.223 -0.930 -2.878
H -0.184 -2.016 -2.856
S -2.067 -2.111 -0.981
C -3.010 -2.333 0.563
C -3.193 -3.801 0.835
O -2.706 -4.382 1.770
N -3.968 -4.504 -0.072
C -4.600 -4.060 -1.193
N -4.646 -2.873 -1.609
C -5.351 -2.678 -2.832
H -6.119 -1.917 -2.669
H -4.643 -2.286 -3.569
C -5.986 -4.005 -3.324
H -5.652 -4.277 -4.323
H -7.074 -3.971 -3.305
S -5.444 -5.298 -2.167
H -4.051 -5.494 0.130
H -3.967 -1.839 0.410
H -2.423 -1.875 1.359
H 3.616 -1.465 0.361
H 3.264 -1.283 -1.373
H 2.282 0.420 1.495
H 4.116 3.159 -0.181
H 4.186 5.418 0.725
H 3.462 8.113 3.062
H 3.236 7.460 1.421
*
```



Entry 4:
Molecular formula: C17H20N6O5Pd
Method: DFT, wB97M-V/def2-TZVPD

Calculated values
**HOMO energy (spin up / spin down)**: -8.5 / -9.3 eV
**Relative energy (zero: lowest compared OMol25 entry of this formula, charge and spin)**: 9.03 kJ/mol
**LUMO (spin up / spin down)**: 0.187 / -1.512 eV
**Maximum force**: 1.02 eV/Å
**Orbital gap (spin up / spin down)**: 8.722 / 7.764 eV

```
! RIJCOSX wB97M-V def2-TZVPD def2/J DEFGRID3
* xyz 0 3
Pd -0.183 0.131 2.128
O 2.384 0.650 2.733
C 2.468 0.671 4.152
C 1.114 0.877 4.814
N 0.069 -0.040 4.342
C -1.266 0.345 4.829
C -1.947 1.439 3.988
O -2.878 2.038 4.482
O -1.503 1.612 2.777
C 0.377 -1.495 4.420
C 0.176 -1.912 2.961
O 1.175 -1.910 2.189
O -1.028 -1.959 2.575
H 2.271 -0.280 2.461
H 3.109 1.507 4.440
H 2.955 -0.239 4.513
H 0.751 1.886 4.603
H 1.232 0.792 5.904
H -1.210 0.692 5.865
H -1.910 -0.534 4.798
H -0.310 -2.005 5.092
H 1.401 -1.656 4.744
C 1.449 -1.030 -0.804
C 0.028 -0.597 -0.873
N -0.562 0.218 -0.020
C -1.884 0.330 -0.419
C -2.079 -0.408 -1.532
N -0.857 -0.997 -1.815
C -0.570 -1.825 -2.965
N -0.791 -1.117 -4.196
N -1.701 -1.597 -5.079
N -1.780 -0.814 -6.083
C -0.902 0.234 -5.882
C -0.625 1.345 -6.685
C 0.298 2.243 -6.210
C 0.935 2.052 -4.962
C 0.674 0.963 -4.164
C -0.265 0.051 -4.662
H 1.945 -0.470 -0.015
H 1.979 -0.843 -1.741
H 1.523 -2.089 -0.559
H -2.577 0.937 0.138
H -2.942 -0.575 -2.150
H -1.232 -2.690 -2.989
H 0.462 -2.165 -2.888
H -1.123 1.481 -7.634
H 0.544 3.120 -6.794
H 1.648 2.791 -4.622
H 1.157 0.840 -3.205
*
```



Entry 5:
Molecular formula: C17H21AuI2NO4SY
Method: DFT, wB97M-V/def2-TZVPD

Calculated values
**HOMO energy (spin up / spin down)**: -20.3 / -20.3 eV
**LUMO (spin up / spin down)**: -15.020 / -16.564 eV
**Maximum force**: 10.00 eV/Å
**Orbital gap (spin up / spin down)**: 5.320 / 3.754 eV

```
! RIJCOSX wB97M-V def2-TZVPD def2/J DEFGRID3
* xyz 4 3
I 1.977 3.342 1.396
I -2.607 3.668 -0.669
Y -1.248 1.256 -0.700
Au 2.268 0.392 0.318
S 1.252 2.093 -0.857
C 3.820 -0.813 0.336
C 2.160 -1.335 1.336
C 2.234 2.285 -2.329
C 1.520 3.363 -3.149
C 2.468 0.996 -3.120
C 3.592 2.866 -1.874
C -3.068 -0.210 -1.740
C -1.145 0.641 -3.067
O 1.867 -2.260 1.966
O 4.634 -1.638 0.452
O -3.894 -0.776 -2.312
O -1.101 0.346 -4.180
H 2.178 3.676 -3.981
H 1.343 4.210 -2.470
H 0.560 2.986 -3.517
H 3.120 1.244 -3.985
H 1.527 0.561 -3.481
H 2.963 0.248 -2.486
H 4.164 3.180 -2.779
H 4.186 2.136 -1.295
H 3.397 3.747 -1.235
C -1.400 -3.060 -0.197
N -2.209 -3.066 0.972
C -1.845 -3.944 2.046
C -3.024 -1.923 1.233
C -2.288 -0.870 2.018
C -2.115 -1.024 3.409
C -1.337 -0.174 4.198
C -0.725 0.909 3.563
C -0.947 1.065 2.182
C -1.715 0.227 1.418
H -1.210 -4.110 -0.415
H -0.447 -2.505 -0.074
H -1.947 -2.667 -1.063
H -0.902 -3.650 2.545
H -2.676 -4.053 2.758
H -1.689 -4.939 1.619
H -3.408 -1.556 0.265
H -3.832 -2.261 1.902
H -2.674 -1.848 3.908
H -1.268 -0.323 5.289
H -0.080 1.629 4.095
H -0.430 1.936 1.751
*
```



Number 1: calculated total energy -26892.409 eV. Number 2: calculated total energy -74331.288 eV. Number 3: calculated total energy -54707.575 eV. Number 4: calculated total energy -40609.893 eV. Number 5: calculated total energy -59372.859 eV.